No. 1
Below is a gas-phase ion, C3H9NS (charge +1), with properties calculated with ωB97M-V/def2-TZVPD.

The geometry in XYZ format:
```
14
C3H9NS | the OMol25 dataset | ωB97M-V/def2-TZVPD
C 1.76768 -1.13373 -0.84207
N 0.86934 -0.74562 0.27751
C -0.31250 0.20744 -0.07256
C -1.20717 0.75290 0.96149
S -2.53825 1.78127 0.23249
H 2.06277 -0.22068 -1.29101
H 1.34723 -2.01205 -1.48239
H 2.54718 -1.73044 -0.36997
H 0.42921 -1.67705 0.56400
H 0.19016 1.04340 -0.67402
H -0.83596 -0.50798 -0.75364
H -1.81484 -0.00022 1.43598
H -0.57524 1.21261 1.71906
H -1.92961 3.03015 0.29513
```

Molar mass, u: 91.18
Max |F|, Eh/bohr: 0.09138
E, eV: -15572.2476
Energy above the lowest of the compared OMol25 structures with the same formula, charge and spin, eV: 1.369
E_HOMO (spin up / spin down), eV: -13.270 / -13.248
2S+1: 2
Net charge: +1
LUMO energy (spin up / spin down), eV: -3.60 / -8.33

No. 2
Below is a molecular structure, C3H9NS2, with properties calculated with ωB97M-V/def2-TZVPD.

The geometry in XYZ format:
```
15
C3H9NS2 | the OMol25 dataset | ωB97M-V/def2-TZVPD
N 0.63231 0.86286 -1.35873
C -0.41057 0.63352 -0.44631
C -0.67338 -0.84615 0.10069
C -0.19896 0.45583 0.97978
S -3.68593 -0.52174 0.81998
S 2.47510 -0.82950 -0.01985
H 3.77144 -0.57282 0.11940
H 1.59522 0.39546 -0.88105
H -1.33823 1.14197 -0.67917
H -0.81238 -1.42494 -1.32055
H -1.77940 -0.84827 0.22822
H -0.31012 -1.59565 0.81312
H -0.75026 0.85328 1.82826
H 0.79945 0.44968 1.40715
H 0.68570 1.84646 -1.59096
```

Molar mass, u: 123.25
Max |F|, Eh/bohr: 0.10932
E, eV: -26406.6315
Energy above the lowest of the compared OMol25 structures with the same formula, charge and spin, eV: 11.045
E_HOMO, eV: -7.373
LUMO energy, eV: -4.30

No. 3
Below is C3H9NS2 in the gas phase, with properties calculated with ωB97M-V/def2-TZVPD.

The geometry in XYZ format:
```
15
C3H9NS2 | the OMol25 dataset | ωB97M-V/def2-TZVPD
C 1.38280 0.38254 1.42937
C 0.71924 -0.25118 0.21872
N 1.45692 -0.04253 -1.03828
C -0.79480 0.10137 0.21522
S -1.67042 -1.07637 -0.87778
S -3.41487 -0.04387 -1.07495
H 0.96418 -0.09450 2.31806
H 1.20184 1.45805 1.44441
H 2.43986 0.13018 1.42074
H 0.75462 -1.34670 0.31380
H 1.22752 0.82811 -1.45905
H 1.41536 -0.91246 -1.54570
H -0.94009 1.09659 -0.21597
H -1.18825 0.16396 1.22940
H -3.55392 -0.39319 -2.37799
```

Molar mass, u: 123.25
Max |F|, Eh/bohr: 0.04004
E, eV: -26417.2236
Energy above the lowest of the compared OMol25 structures with the same formula, charge and spin, eV: 0.453
E_HOMO, eV: -8.328
LUMO energy, eV: 0.60